1.
Formula: C45H38Cl2N6O2PPb
Source: the OMol25 dataset
Level of theory: ωB97M-V with the def2-TZVPD basis set

Geometry (Å):
Pb -0.40 -0.11 0.13
Cl -2.52 -4.95 4.74
C -1.54 -3.72 4.01
C -2.14 -2.78 3.19
C -1.38 -1.79 2.56
N -1.92 -0.85 1.71
C -3.21 -0.55 1.66
O -4.15 -0.98 2.34
C -3.53 0.53 0.65
C -4.84 1.01 0.57
C -5.14 2.01 -0.33
C -4.11 2.53 -1.12
C -2.85 2.00 -0.97
N -2.57 1.02 -0.12
C 0.02 -1.77 2.78
C 0.60 -2.73 3.60
C -0.17 -3.69 4.22
Cl 0.59 -4.87 5.24
N 0.75 -0.78 2.13
C 1.86 -0.27 2.66
O 2.47 -0.61 3.68
C 2.39 0.96 1.95
C 3.71 1.35 2.19
C 4.18 2.52 1.63
C 3.30 3.30 0.87
C 2.01 2.84 0.72
N 1.57 1.70 1.22
H -3.20 -2.80 3.03
H -5.57 0.55 1.22
H -6.14 2.40 -0.42
H -4.30 3.32 -1.83
H -2.01 2.36 -1.56
H 1.66 -2.71 3.76
H 4.32 0.73 2.83
H 5.20 2.84 1.77
H 3.62 4.23 0.43
H 1.27 3.42 0.16
N 2.91 -0.17 -1.06
C 3.25 0.09 -2.35
C 4.48 -0.39 -2.84
C 4.92 -0.05 -4.10
C 4.14 0.75 -4.92
C 2.90 1.16 -4.48
C 2.42 0.83 -3.21
P 0.74 1.34 -2.66
C -0.32 0.79 -4.07
C -1.18 -0.28 -3.82
C -2.04 -0.74 -4.80
C -2.04 -0.15 -6.06
C -1.18 0.90 -6.32
C -0.34 1.38 -5.33
C 0.85 3.13 -2.99
C 2.03 3.82 -2.70
C 2.08 5.20 -2.83
C 0.96 5.91 -3.23
C -0.22 5.23 -3.49
C -0.28 3.86 -3.38
H 2.10 0.27 -0.65
H 3.53 -0.66 -0.45
H 5.08 -1.01 -2.19
H 5.88 -0.41 -4.44
H 4.49 1.04 -5.89
H 2.29 1.78 -5.12
H -1.19 -0.75 -2.85
H -2.71 -1.56 -4.58
H -2.72 -0.50 -6.82
H -1.17 1.35 -7.30
H 0.28 2.24 -5.55
H 2.90 3.27 -2.37
H 3.00 5.72 -2.62
H 1.00 6.98 -3.33
H -1.10 5.78 -3.79
H -1.20 3.33 -3.60
C 1.86 -4.95 -2.67
N 1.81 -3.60 -2.17
C 1.38 -2.69 -3.20
C 1.05 -3.43 -0.92
C -0.45 -3.38 -1.07
C -1.12 -4.55 -1.42
C -2.48 -4.55 -1.68
C -3.18 -3.36 -1.57
C -2.52 -2.21 -1.16
C -1.15 -2.18 -0.89
H 2.65 -5.01 -3.43
H 0.92 -5.28 -3.14
H 2.11 -5.63 -1.86
H 2.08 -2.76 -4.04
H 1.40 -1.67 -2.81
H 0.36 -2.90 -3.57
H 1.39 -2.50 -0.47
H 1.34 -4.25 -0.26
H -0.58 -5.49 -1.48
H -2.99 -5.46 -1.95
H -4.24 -3.33 -1.78
H -3.10 -1.31 -1.06

Properties
HOMO-LUMO gap   6.29 eV
E_HOMO   -4.11 eV
Lowest unoccupied orbital energy   2.18 eV
M   1003.92 u
DFT total energy   -3671.32903 Eh
Net charge   -1
ΔE to the lowest compared entry with this formula, charge and spin   26.5 kcal/mol

2.
Formula: C44H111N5O5
Source: the OMol25 dataset
Level of theory: ωB97M-V with the def2-TZVPD basis set

Geometry (Å):
C -18.41 -34.99 -16.23
C -17.13 -34.90 -15.39
C -16.86 -33.60 -14.52
C -16.66 -32.44 -15.46
C -16.61 -31.09 -14.83
C -16.16 -29.94 -15.75
H -19.31 -34.78 -15.66
H -18.73 -35.86 -16.80
H -18.38 -34.13 -16.90
H -17.17 -35.71 -14.66
H -16.31 -34.99 -16.10
H -16.04 -33.68 -13.81
H -17.66 -33.41 -13.81
H -15.67 -32.69 -15.83
H -17.42 -32.35 -16.23
H -17.60 -30.87 -14.42
H -15.92 -31.17 -13.99
H -15.07 -29.97 -15.76
H -16.61 -30.13 -16.72
H -16.60 -29.02 -15.37
C -18.75 -34.62 -13.73
C -19.35 -35.93 -13.30
C -18.95 -36.42 -11.88
C -19.44 -35.63 -10.67
C -19.01 -36.24 -9.30
C -19.60 -35.41 -8.17
H -19.03 -33.81 -13.06
H -19.22 -34.41 -14.69
H -17.66 -34.54 -13.68
H -20.44 -35.92 -13.38
H -18.98 -36.62 -14.07
H -17.86 -36.37 -11.88
H -19.29 -37.45 -11.77
H -19.19 -34.57 -10.66
H -20.52 -35.76 -10.59
H -19.43 -37.24 -9.27
H -17.97 -36.56 -9.27
H -20.27 -35.89 -7.45
H -18.74 -35.09 -7.58
H -20.07 -34.51 -8.55
C -14.67 -40.43 -17.86
C -14.93 -39.13 -17.00
C -16.07 -39.22 -16.03
C -16.17 -38.06 -15.04
C -17.29 -38.19 -14.03
C -17.34 -36.97 -13.03
H -15.58 -40.97 -18.10
H -14.01 -41.20 -17.48
H -14.24 -40.06 -18.79
H -13.99 -39.03 -16.45
H -15.01 -38.25 -17.64
H -16.01 -40.16 -15.49
H -16.96 -39.39 -16.63
H -15.23 -38.17 -14.50
H -16.31 -37.03 -15.38
H -18.27 -38.24 -14.52
H -17.10 -39.01 -13.34
H -16.34 -36.69 -12.70
H -17.84 -36.18 -13.58
H -17.92 -37.20 -12.13
C -17.18 -34.05 -11.00
C -15.98 -33.79 -10.08
C -15.37 -34.97 -9.29
C -14.64 -35.89 -10.25
C -15.46 -36.83 -11.20
C -14.75 -38.14 -11.56
H -18.10 -34.11 -10.42
H -17.12 -34.83 -11.76
H -17.49 -33.14 -11.52
H -15.18 -33.29 -10.62
H -16.28 -32.88 -9.56
H -16.22 -35.53 -8.92
H -14.87 -34.79 -8.34
H -13.84 -35.45 -10.85
H -14.03 -36.51 -9.60
H -16.42 -36.94 -10.68
H -15.63 -36.31 -12.14
H -13.70 -38.02 -11.83
H -14.83 -38.79 -10.69
H -15.25 -38.67 -12.37
C -22.30 -32.85 -8.21
C -22.07 -32.66 -9.72
C -20.80 -31.93 -10.00
O -19.71 -32.44 -9.27
C -18.34 -32.13 -9.81
N -22.10 -33.90 -10.38
H -21.55 -33.57 -7.87
H -23.24 -33.32 -7.92
H -22.21 -31.86 -7.77
H -22.88 -32.05 -10.12
H -21.03 -30.95 -9.59
H -20.55 -31.73 -11.04
H -18.14 -32.39 -10.84
H -17.63 -32.69 -9.20
H -18.19 -31.07 -9.66
H -21.20 -34.35 -10.30
H -22.74 -34.47 -9.85
C -17.94 -39.68 -11.95
C -18.56 -40.32 -10.75
C -18.17 -39.69 -9.44
O -18.85 -40.13 -8.18
C -18.42 -41.42 -7.68
N -20.04 -40.44 -10.89
H -18.19 -38.63 -12.12
H -18.14 -40.17 -12.90
H -16.85 -39.73 -11.93
H -18.33 -41.38 -10.81
H -18.46 -38.64 -9.51
H -17.10 -39.72 -9.27
H -17.36 -41.53 -7.45
H -18.66 -42.05 -8.54
H -18.99 -41.71 -6.79
H -20.46 -40.60 -9.99
H -20.22 -41.29 -11.41
C -22.88 -34.00 -14.53
C -21.77 -34.01 -13.55
C -20.95 -32.71 -13.49
O -20.20 -32.51 -14.76
C -19.20 -31.57 -14.56
N -22.29 -34.33 -12.25
H -23.68 -33.27 -14.45
H -23.50 -34.89 -14.39
H -22.59 -33.88 -15.57
H -21.09 -34.80 -13.87
H -20.22 -32.83 -12.69
H -21.55 -31.84 -13.20
H -18.40 -32.05 -14.00
H -19.43 -30.64 -14.04
H -18.72 -31.25 -15.49
H -22.71 -33.59 -11.72
H -21.61 -34.65 -11.58
C -17.14 -34.48 -7.18
C -17.86 -34.84 -5.90
C -17.66 -33.94 -4.71
O -18.37 -34.46 -3.56
C -17.86 -34.27 -2.23
N -19.24 -34.81 -6.19
H -17.42 -35.13 -8.01
H -16.06 -34.47 -7.03
H -17.32 -33.41 -7.33
H -17.55 -35.85 -5.61
H -18.11 -32.96 -4.85
H -16.60 -33.93 -4.46
H -18.77 -34.39 -1.63
H -17.42 -33.28 -2.23
H -17.10 -34.98 -1.91
H -19.66 -34.84 -5.27
H -19.46 -35.76 -6.47
C -21.74 -37.37 -7.71
C -20.39 -38.11 -7.44
C -20.06 -38.22 -5.86
O -19.76 -36.92 -5.34
C -19.44 -36.93 -4.01
N -20.67 -39.44 -7.97
H -21.62 -36.34 -7.39
H -22.53 -37.67 -7.03
H -22.21 -37.22 -8.68
H -19.53 -37.57 -7.81
H -19.16 -38.82 -5.80
H -20.89 -38.64 -5.29
H -18.58 -37.58 -3.87
H -20.21 -37.26 -3.32
H -19.23 -35.88 -3.77
H -19.81 -39.94 -8.08
H -20.83 -39.25 -8.95

Properties
HOMO-LUMO gap   7.27 eV
E_HOMO   -6.89 eV
Lowest unoccupied orbital energy   0.38 eV
M   790.40 u
DFT total energy   -2391.37547 Eh
Net charge   0

3.
Formula: C42H46As3Br2F4O3PPt
Source: the OMol25 dataset
Level of theory: ωB97M-V with the def2-TZVPD basis set

Geometry (Å):
Pt -0.12 -0.39 0.10
C 0.13 1.67 3.36
As -0.14 1.79 1.44
C 1.29 3.01 0.95
C -1.69 2.99 1.45
C -2.64 3.15 0.26
C -3.76 2.10 0.27
C -1.86 3.03 -1.06
As -1.32 1.25 -1.73
C -0.27 1.89 -3.23
C -2.95 0.69 -2.65
C -3.24 4.57 0.31
As -4.55 5.26 1.66
C -4.17 4.24 3.30
C -6.17 4.31 1.11
H -0.17 2.64 3.76
H 1.18 1.49 3.60
H -0.48 0.88 3.80
H 1.21 3.86 1.62
H 1.20 3.32 -0.09
H 2.26 2.53 1.08
H -1.17 3.94 1.61
H -2.25 2.77 2.36
H -3.36 1.09 0.17
H -4.45 2.27 -0.55
H -4.33 2.15 1.20
H -0.93 3.61 -1.02
H -2.44 3.46 -1.88
H -0.95 2.42 -3.90
H 0.21 1.07 -3.75
H 0.50 2.57 -2.86
H -3.46 1.60 -2.98
H -3.62 0.12 -2.01
H -2.69 0.10 -3.53
H -3.77 4.76 -0.63
H -2.42 5.29 0.33
H -3.20 4.52 3.71
H -4.23 3.16 3.18
H -4.93 4.54 4.02
H -6.29 4.37 0.03
H -7.02 4.82 1.57
H -6.20 3.26 1.42
F -5.94 -3.74 -1.74
C -4.67 -3.42 -1.68
C -3.79 -3.84 -2.66
F -4.22 -4.57 -3.67
C -2.44 -3.49 -2.59
F -1.68 -3.93 -3.58
C -1.92 -2.72 -1.55
P -0.14 -2.28 -1.36
C 0.47 -1.85 -3.00
C 1.85 -1.97 -3.22
C 2.37 -1.61 -4.45
C 1.53 -1.17 -5.47
C 0.16 -1.09 -5.26
C -0.36 -1.42 -4.02
C 0.75 -3.80 -0.92
C 1.72 -3.89 0.07
C 2.41 -5.07 0.27
C 2.15 -6.18 -0.52
C 1.20 -6.09 -1.53
C 0.51 -4.91 -1.74
C -2.86 -2.30 -0.59
Br -2.38 -1.21 0.89
C -4.20 -2.64 -0.64
F -5.03 -2.21 0.30
H 2.50 -2.35 -2.45
H 3.44 -1.69 -4.62
H 1.95 -0.91 -6.43
H -0.49 -0.78 -6.06
H -1.43 -1.37 -3.87
H 1.93 -3.05 0.71
H 3.16 -5.12 1.05
H 2.70 -7.10 -0.36
H 1.00 -6.94 -2.16
H -0.19 -4.87 -2.55
Br 2.68 -3.20 5.58
C 1.87 -2.44 4.07
C 0.71 -2.99 3.55
C 0.11 -2.43 2.43
C 0.65 -1.30 1.83
C 1.83 -0.76 2.35
C 2.44 -1.33 3.46
H 0.28 -3.88 3.99
H -0.75 -2.94 2.02
H 2.32 0.07 1.86
H 3.36 -0.91 3.84
O 4.29 -1.59 -0.25
C 4.68 -0.57 -1.02
C 6.02 -0.56 -1.42
C 6.50 0.46 -2.21
C 5.67 1.50 -2.63
C 4.35 1.49 -2.24
C 3.83 0.47 -1.44
C 2.39 0.59 -1.09
O 1.85 -0.46 -0.45
O 1.75 1.58 -1.36
H 3.36 -1.46 -0.02
H 6.66 -1.36 -1.08
H 7.54 0.45 -2.51
H 6.06 2.29 -3.25
H 3.68 2.28 -2.55

Properties
HOMO-LUMO gap   5.59 eV
E_HOMO   -12.73 eV
Lowest unoccupied orbital energy   -7.14 eV
M   1285.45 u
DFT total energy   -14568.71246 Eh
Net charge   +2
ΔE to the lowest compared entry with this formula, charge and spin   34.7 kcal/mol

> The highest DFT total energy belongs to which entry?

C44H111N5O5